# C5H11NO3

2 unconnected molecules or ions with the total composition C5H11NO3 (wB97M-V/def2-TZVPD, the OMol25 dataset).

```
! RIJCOSX wB97M-V def2-TZVPD def2/J DEFGRID3
* xyz 0 1
C -1.61 -1.47 -0.02
C -0.95 -0.41 0.44
C -1.59 0.94 0.51
C 0.47 -0.55 0.96
O 0.88 -1.89 0.96
C 1.54 0.25 0.19
N 1.47 1.59 0.23
O 2.46 -0.35 -0.33
H -2.62 -1.40 -0.36
H -1.14 -2.44 -0.06
H -2.67 0.85 0.48
H -1.31 1.46 1.43
H -1.28 1.55 -0.35
H 0.48 -0.18 2.00
H 1.69 -1.92 0.42
H 2.11 2.11 -0.35
H 0.65 2.05 0.57
O 0.37 0.31 -2.21
H -0.21 -0.45 -2.10
H 1.25 -0.04 -2.40
*
```

As for the LUMO energy: 0.75 eV. For the strongest force on any atom, the calculation gives 0.60 eV Å⁻¹. The energy relative to the best compared isomer or geometry (same formula, charge and spin) is 0.8117 eV.


# C5H11NO3

2 unconnected molecules or ions with the total composition C5H11NO3 (wB97M-V/def2-TZVPD, the OMol25 dataset).

```
! RIJCOSX wB97M-V def2-TZVPD def2/J DEFGRID3
* xyz 0 1
C -1.80 -2.35 -0.60
C -1.06 -1.36 -0.14
C -1.11 0.06 -0.69
O 0.14 0.27 -1.36
O -2.12 0.24 -1.64
O -1.29 0.98 0.32
H -2.48 -2.21 -1.42
H -1.72 -3.35 -0.20
H -0.34 -1.49 0.65
H 0.04 1.08 -1.87
H -2.88 0.60 -1.16
H -0.40 1.04 0.92
C 1.12 1.11 1.79
C 1.90 0.35 0.98
N 2.69 0.83 -0.02
H 1.17 2.19 1.71
H 0.82 0.72 2.75
H 1.91 -0.73 1.07
H 2.54 1.79 -0.28
H 2.85 0.22 -0.81
*
```

As for the LUMO energy: 0.79 eV. For the strongest force on any atom, the calculation gives 2.72 eV Å⁻¹. The energy relative to the best compared isomer or geometry (same formula, charge and spin) is 2.2682 eV.


# C5H11NO3

A single C5H11NO3 molecule (wB97M-V/def2-TZVPD, the OMol25 dataset).

```
! RIJCOSX wB97M-V def2-TZVPD def2/J DEFGRID3
* xyz 0 1
C -0.66 1.46 -1.96
C -0.24 1.32 -0.51
C 0.98 0.40 -0.31
C 0.72 -0.93 0.45
O 1.56 -1.00 1.58
O 0.96 -2.05 -0.35
C -0.75 -1.04 0.94
N -0.98 -0.58 2.17
O -1.62 -1.37 0.15
H -1.06 0.50 -2.32
H 0.18 1.75 -2.60
H -1.45 2.21 -2.06
H 0.04 2.31 -0.14
H -1.14 0.91 0.06
H 1.40 0.13 -1.28
H 1.76 0.92 0.25
H 2.27 -1.62 1.36
H 0.11 -2.29 -0.76
H -0.20 -0.33 2.75
H -1.89 -0.71 2.59
*
```

As for the LUMO energy: 0.82 eV. For the strongest force on any atom, the calculation gives 1.75 eV Å⁻¹. The energy relative to the best compared isomer or geometry (same formula, charge and spin) is 0.4324 eV.


# C5H11NO3PS

2 unconnected molecules or ions with the total composition C5H11NO3PS (wB97M-V/def2-TZVPD, the OMol25 dataset).

```
! RIJCOSX wB97M-V def2-TZVPD def2/J DEFGRID3
* xyz -1 1
C 0.18 -2.15 -0.20
C -0.42 0.12 -0.51
C 0.76 0.44 0.42
C 0.51 1.35 1.61
C 2.09 0.68 -0.39
N -0.25 -1.13 -1.17
O -2.44 -1.01 0.98
O -2.24 1.61 0.76
O -3.03 0.25 -1.12
P -2.13 0.25 0.21
S 1.11 -1.26 1.24
H -0.66 -2.77 0.23
H 0.91 -2.78 -0.79
H -0.46 1.18 -1.66
H -0.28 0.94 2.19
H 0.21 2.33 1.26
H 1.36 1.58 2.17
H 3.05 0.62 0.25
H 2.14 1.55 -0.92
H 2.15 -0.16 -1.12
H 0.41 -1.05 -1.89
H -2.95 -0.59 -1.55
*
```

As for the LUMO energy: 3.17 eV. For the strongest force on any atom, the calculation gives 4.48 eV Å⁻¹. The energy relative to the best compared isomer or geometry (same formula, charge and spin) is 0.8438 eV.


# C5H11NO3S

2 unconnected molecules or ions with the total composition C5H11NO3S (wB97M-V/def2-TZVPD, the OMol25 dataset).

```
! RIJCOSX wB97M-V def2-TZVPD def2/J DEFGRID3
* xyz 0 1
C 0.11 1.80 -0.14
C -1.85 1.17 1.13
C -2.15 2.68 -0.85
C 2.23 -2.66 -0.75
C -1.34 1.84 0.10
N 2.14 -1.99 1.82
O 0.91 1.16 0.50
O 0.00 -2.01 0.48
O 1.28 -2.85 2.52
S 1.34 -1.45 0.34
H 0.44 2.43 -0.99
H -1.21 0.59 1.76
H 2.30 -1.16 2.41
H -2.91 1.17 1.36
H -3.20 2.66 -0.59
H -2.03 2.30 -1.87
H -1.80 3.71 -0.83
H 2.84 -3.31 -0.13
H 1.49 -3.23 -1.29
H 2.85 -2.09 -1.43
H 0.43 -2.83 2.01
*
```

As for the LUMO energy: 0.05 eV. For the strongest force on any atom, the calculation gives 2.39 eV Å⁻¹. The energy relative to the best compared isomer or geometry (same formula, charge and spin) is 3.6641 eV.


# C5H11NO3S

2 unconnected molecules or ions with the total composition C5H11NO3S (wB97M-V/def2-TZVPD, the OMol25 dataset).

```
! RIJCOSX wB97M-V def2-TZVPD def2/J DEFGRID3
* xyz 0 1
C 3.25 0.33 -1.52
C 2.78 0.90 -0.20
N 2.51 0.18 0.85
O 2.01 0.42 1.91
O 2.74 -1.14 0.60
H 3.63 -0.68 -1.43
H 4.12 0.89 -1.82
H 2.42 0.44 -2.28
H 2.28 1.91 -0.04
H 2.25 -1.82 1.01
C -3.52 0.28 1.21
C -3.30 0.21 -0.36
S -2.46 -1.32 -0.81
C -0.76 -0.98 -0.21
O 0.16 -1.77 -0.28
H -2.45 0.19 1.53
H -4.12 1.15 1.49
H -3.93 -0.56 1.65
H -2.68 1.11 -0.49
H -4.23 0.18 -1.06
H -0.71 0.08 0.28
*
```

As for the LUMO energy: 0.63 eV. For the strongest force on any atom, the calculation gives 3.97 eV Å⁻¹. The energy relative to the best compared isomer or geometry (same formula, charge and spin) is 4.8529 eV.


# C5H11NO3S

A single C5H11NO3S molecule (wB97M-V/def2-TZVPD, the OMol25 dataset).

```
! RIJCOSX wB97M-V def2-TZVPD def2/J DEFGRID3
* xyz 0 1
C -0.51 -1.21 0.70
C -0.83 -0.36 -0.48
C -1.33 -1.27 -1.74
C -1.91 0.74 -0.20
C 1.76 1.25 1.90
N 1.81 0.05 1.11
O 2.56 1.31 -0.92
O 2.25 -1.20 -0.84
O 0.27 0.39 -0.97
S 1.82 0.15 -0.54
H -0.61 -0.97 1.72
H 0.05 -2.11 0.24
H -0.96 -2.24 -1.51
H -0.95 -0.77 -2.64
H -2.38 -1.36 -1.72
H -1.94 1.43 -0.97
H -1.57 1.20 0.68
H -2.85 0.23 0.02
H 0.80 1.83 1.83
H 2.09 0.93 2.85
H 2.43 1.97 1.48
*
```

As for the LUMO energy (alpha / beta): -1.90 / -0.70 eV. For the strongest force on any atom, the calculation gives 4.01 eV Å⁻¹. The energy relative to the best compared isomer or geometry (same formula, charge and spin) is 4.9778 eV.


# C5H11NO3S

A single C5H11NO3S molecule (wB97M-V/def2-TZVPD, the OMol25 dataset).

```
! RIJCOSX wB97M-V def2-TZVPD def2/J DEFGRID3
* xyz 0 1
C -1.13 -1.15 0.39
C -0.27 -0.15 -0.52
C 1.72 1.32 -0.91
C 1.91 -0.56 0.77
C 0.89 0.49 0.16
N -2.49 -1.25 -0.15
O -1.19 0.69 -1.15
O -3.91 0.80 0.69
O 0.64 1.31 1.16
S -3.60 0.05 -0.48
H -0.73 -2.18 0.53
H -1.23 -0.64 1.41
H 0.12 -0.91 -1.32
H 2.45 0.76 -1.51
H 2.17 2.05 -0.33
H 1.04 1.76 -1.62
H 2.39 -1.10 -0.05
H 2.53 0.06 1.39
H 1.25 -1.31 1.39
H -2.42 -1.92 -0.91
H -0.14 1.87 1.06
*
```

As for the LUMO energy (alpha / beta): -1.22 / -1.88 eV. For the strongest force on any atom, the calculation gives 5.19 eV Å⁻¹. The energy relative to the best compared isomer or geometry (same formula, charge and spin) is 4.0013 eV.


# C5H11NO3S

A single C5H11NO3S molecule (wB97M-V/def2-TZVPD, the OMol25 dataset).

```
! RIJCOSX wB97M-V def2-TZVPD def2/J DEFGRID3
* xyz 0 1
N 2.39 1.38 0.37
C 1.34 0.82 -0.40
C 1.71 -0.56 -1.16
C 1.71 -1.51 -0.04
C 0.85 -0.84 1.10
C 0.22 0.36 0.60
S -1.37 0.10 -0.13
O -1.35 -1.03 -1.06
O -1.63 1.55 -0.64
O -2.22 -0.27 1.08
H 1.87 2.21 0.78
H 2.60 0.91 1.51
H 0.96 1.67 -0.99
H 0.89 -0.80 -1.90
H 2.70 -0.45 -1.70
H 1.13 -2.44 -0.10
H 2.76 -1.54 0.38
H 0.11 -1.47 1.50
H 1.29 -0.52 2.09
H -0.14 1.06 1.31
H -2.36 -1.40 0.94
*
```

As for the LUMO energy: -0.10 eV. For the strongest force on any atom, the calculation gives 7.58 eV Å⁻¹. The energy relative to the best compared isomer or geometry (same formula, charge and spin) is 3.3475 eV.


# C5H11NO4

2 unconnected molecules or ions with the total composition C5H11NO4 (wB97M-V/def2-TZVPD, the OMol25 dataset).

```
! RIJCOSX wB97M-V def2-TZVPD def2/J DEFGRID3
* xyz 0 1
C -0.60 0.98 1.78
C -0.98 0.89 0.28
O -0.46 1.79 -0.52
N -1.80 -0.02 -0.11
O -2.35 -0.16 -1.23
O -2.26 -0.93 0.95
H -0.23 2.09 1.93
H 0.30 0.39 1.97
H -1.55 0.84 2.42
H -0.73 1.66 -1.49
H -2.75 -1.58 0.46
C 2.21 0.02 0.13
C 1.03 -0.95 -0.15
C 0.60 -1.01 -1.65
O 0.49 -1.56 0.72
H 2.59 0.10 1.12
H 2.02 1.06 -0.16
H 3.03 -0.31 -0.55
H 0.47 -2.06 -2.00
H 1.39 -0.65 -2.18
H -0.41 -0.58 -1.73
*
```

As for the LUMO energy: 0.62 eV. For the strongest force on any atom, the calculation gives 3.77 eV Å⁻¹. The energy relative to the best compared isomer or geometry (same formula, charge and spin) is 5.5110 eV.